9
Properties=species:S:1:pos:R:3:forces:R:3 method="wB97M-V/def2-TZVPD" total_energy_ev=-34057.4714 relative_energy_ev=0.532 orbital_gap_ev=7.085 charge=-2
O 1.247220 -0.725604 -1.941084 -2.984 -0.192 1.567
O -0.549308 0.914192 -1.036555 -0.020 0.159 -0.154
O -1.368792 -1.258395 -1.965273 -0.215 -0.917 -0.058
P -0.576747 1.042690 0.973322 -1.649 1.402 1.372
P -0.092783 -1.009886 0.976760 -0.350 -1.847 -0.729
P -0.212239 -0.587321 -1.295454 3.069 0.501 -1.856
H 0.722759 1.345459 0.706651 1.046 0.990 0.588
H -0.451339 1.100141 2.690758 0.503 0.035 -0.958
H 1.281229 -0.821276 0.890874 0.599 -0.131 0.229

---

8
Properties=species:S:1:pos:R:3:forces:R:3 method="wB97M-V/def2-TZVPD" total_energy_ev=-26314.2688 smiles=OSP(O)O relative_energy_ev=3.882 orbital_gap_ev=9.501 charge=0
O -1.322953 -0.125519 -1.204945 -1.398 0.045 -0.002
O -0.264506 -1.236704 1.107694 -2.153 3.582 -0.757
O 1.352651 0.374054 -0.657826 0.313 0.714 -0.538
P -1.336248 0.424016 0.271185 3.121 -2.167 1.438
S 0.601827 1.564813 0.217745 -1.481 -0.523 0.011
H -0.509828 -0.051119 -1.687091 1.190 -0.135 -0.396
H -0.323417 -0.776985 1.969818 0.369 -0.814 -0.064
H 1.802473 -0.172557 -0.016579 0.039 -0.702 0.308

---

7
Properties=species:S:1:pos:R:3:forces:R:3 method="wB97M-V/def2-TZVPD" total_energy_ev=-10880.7984 orbital_gap_ev=9.119 charge=0
Tl 0.621051 -0.241626 -0.084164 -3.660 7.941 5.264
O -1.593563 0.260984 -0.004221 0.019 -0.024 2.080
H -2.046927 0.393469 0.915914 1.609 -0.412 -2.517
O 1.085492 1.423527 0.970506 -0.340 -0.415 -0.708
H 0.318665 1.871972 0.584351 -0.074 0.794 0.654
O 1.177891 -1.680979 -0.923211 1.736 -7.592 -4.981
H 0.437391 -2.027347 -1.459175 0.711 -0.292 0.207

---

9
Properties=species:S:1:pos:R:3:forces:R:3 method="wB97M-V/def2-TZVPD" total_energy_ev=-25405.4711 relative_energy_ev=1.882 orbital_gap_ev=6.756 charge=-2
O -2.138086 0.104524 1.008058 -0.600 -0.522 1.219
O -1.693773 0.787937 -1.413951 1.066 -0.177 1.282
O -0.239520 1.819520 0.586008 -0.470 -1.755 -0.673
O 0.311929 -2.489930 0.323100 -0.333 -1.285 0.429
Si 0.408561 -1.124135 -0.340732 1.149 0.897 1.050
P -1.142104 0.472781 -0.010856 -0.472 2.255 -2.072
H 0.575848 1.342096 0.838442 0.305 0.572 0.046
H 1.286646 -1.039518 -1.466017 0.209 0.200 -1.257
H 2.630503 0.126723 0.475951 -0.855 -0.187 -0.024